19
Properties=species:S:1:pos:R:3 method="wB97M-V/def2-TZVPD" molar_mass_da=74.167 charge=0 multiplicity=1 homo_energy_ha=-0.4180 orbital_gap_ha=0.4593 smiles=CCC.CC relative_energy_kj_mol=14.52
C 1.153 2.465 -0.455
C 0.016 2.844 0.477
H 0.844 2.178 -1.456
H 1.888 3.264 -0.553
H 1.777 1.655 -0.057
H -0.245 3.890 0.333
H 0.280 2.716 1.521
H -0.910 2.300 0.290
C -0.550 -1.961 -0.610
C -1.464 -2.616 0.426
C 0.620 -1.213 0.008
H -0.167 -2.759 -1.256
H -1.115 -1.291 -1.255
H -2.313 -3.133 -0.019
H 1.080 -1.769 0.837
H -1.820 -1.863 1.138
H -0.916 -3.364 1.006
H 1.412 -1.136 -0.747
H 0.430 -0.206 0.373

19
Properties=species:S:1:pos:R:3 method="wB97M-V/def2-TZVPD" molar_mass_da=74.167 charge=0 multiplicity=1 homo_energy_ha=-0.4090 orbital_gap_ha=0.4493 smiles=CCC.CC relative_energy_kj_mol=146.85
C 0.457 -1.489 1.353
C 0.818 -2.879 1.865
H 1.220 -1.333 0.570
H -0.536 -1.437 0.810
H 0.583 -0.800 2.154
H 0.495 -3.619 1.148
H 0.191 -3.140 2.754
H 1.787 -2.974 2.304
C -0.107 1.800 -1.660
C -1.396 1.046 -1.871
C 0.259 2.052 -0.156
H 0.687 1.223 -2.149
H -0.336 2.673 -2.068
H -2.271 1.538 -1.576
H -1.603 0.275 -1.216
H 0.989 2.786 -0.086
H -0.595 2.183 0.497
H -1.341 1.001 -2.933
H 0.697 1.094 0.259

19
Properties=species:S:1:pos:R:3 method="wB97M-V/def2-TZVPD" molar_mass_da=74.167 charge=0 multiplicity=1 homo_energy_ha=-0.4041 orbital_gap_ha=0.4453 smiles=CCC.CC relative_energy_kj_mol=153.05
C 0.356 -0.458 2.355
C 1.777 -1.048 1.999
H 0.383 0.036 3.367
H -0.154 0.035 1.513
H -0.283 -1.338 2.556
H 2.618 -0.390 2.191
H 1.971 -1.113 0.942
H 1.726 -2.075 2.307
C -0.543 1.091 -1.599
C -1.968 0.724 -1.385
C 0.340 -0.046 -1.675
H -0.506 1.787 -2.527
H -0.336 1.559 -0.690
H -2.453 0.000 -2.091
H 0.210 -0.617 -2.562
H 1.309 0.525 -1.828
H -2.661 1.703 -1.648
H -2.201 0.293 -0.444
H 0.413 -0.669 -0.782

19
Properties=species:S:1:pos:R:3 method="wB97M-V/def2-TZVPD" molar_mass_da=74.167 charge=0 multiplicity=1 homo_energy_ha=-0.4120 orbital_gap_ha=0.4513 smiles=CCC.CC relative_energy_kj_mol=37.21
C 1.746 0.227 -1.139
C 3.133 0.839 -1.387
H 1.042 0.706 -1.826
H 1.734 -0.853 -1.049
H 1.314 0.669 -0.232
H 3.704 0.783 -0.452
H 3.111 1.892 -1.657
H 3.725 0.203 -2.053
C -1.543 -0.526 0.330
C -2.609 0.512 0.653
C -0.908 -1.109 1.587
H -1.959 -1.360 -0.250
H -0.778 -0.159 -0.360
H -2.126 1.376 1.103
H -0.677 -0.308 2.295
H -1.527 -1.889 2.047
H -3.324 0.044 1.328
H -3.153 0.880 -0.215
H -0.006 -1.663 1.292

19
Properties=species:S:1:pos:R:3 method="wB97M-V/def2-TZVPD" molar_mass_da=74.167 charge=0 multiplicity=1 homo_energy_ha=-0.4186 orbital_gap_ha=0.4601 smiles=CCC.CC relative_energy_kj_mol=19.33
C -1.254 -1.248 -0.018
C -2.294 -1.048 1.092
C 0.092 -1.728 0.504
H -1.645 -1.961 -0.740
H -1.099 -0.298 -0.530
H -2.286 -0.032 1.493
H 0.010 -2.732 0.929
H -2.164 -1.727 1.932
H -3.289 -1.194 0.668
H 0.848 -1.784 -0.250
H 0.455 -1.121 1.336
C 1.925 1.697 -0.148
C 1.226 2.041 -1.471
H 1.208 1.273 0.554
H 2.685 0.922 -0.255
H 2.391 2.543 0.351
H 1.342 1.198 -2.148
H 1.684 2.942 -1.884
H 0.165 2.257 -1.414

20
Properties=species:S:1:pos:R:3 method="wB97M-V/def2-TZVPD" molar_mass_da=84.979 charge=-1 multiplicity=1 homo_energy_ha=-0.1560 orbital_gap_ha=0.2922
B 2.974 -0.531 0.557
C 1.926 -0.015 -0.625
C 0.681 0.731 -0.092
C -0.614 -0.001 -0.428
C -1.876 0.586 0.207
C -3.080 -0.389 0.141
H 2.994 0.241 1.514
H 2.626 -1.641 0.980
H 4.100 -0.662 0.067
H 2.422 0.603 -1.375
H 1.577 -0.901 -1.160
H 0.661 1.746 -0.502
H 0.751 0.834 0.992
H -0.494 -1.023 -0.072
H -0.728 -0.005 -1.513
H -1.659 0.829 1.244
H -2.153 1.508 -0.300
H -3.431 -0.634 1.140
H -3.906 0.032 -0.428
H -2.772 -1.308 -0.348

24
Properties=species:S:1:pos:R:3 method="wB97M-V/def2-TZVPD" molar_mass_da=318.301 charge=-1 multiplicity=1 homo_energy_ha="-0.1154 / -0.1860" orbital_gap_ha="0.1924 / 0.2509" relative_energy_kj_mol=130.16
Sc -0.658 -1.541 -0.364
Cl 0.139 -2.955 -1.933
C -0.255 -2.332 1.558
H -1.206 -2.477 2.060
H 0.349 -1.658 2.162
H 0.243 -3.291 1.494
La 2.421 1.308 -0.650
C 1.888 3.142 -2.084
C 4.204 1.797 0.901
C 0.833 1.975 0.760
H 3.835 2.002 1.927
H 4.643 0.770 0.883
H 4.962 2.540 0.603
H 1.012 3.694 -1.709
H 2.649 3.861 -2.417
H 1.547 2.580 -2.976
H 0.586 1.035 1.360
H -0.108 2.553 0.699
B -4.957 -2.419 -0.421
C -3.675 -1.638 -0.310
N -2.651 -1.061 -0.222
H -4.635 -3.596 -0.518
H -5.559 -2.052 -1.407
H -5.606 -2.234 0.600

27
Properties=species:S:1:pos:R:3 method="wB97M-V/def2-TZVPD" molar_mass_da=211.048 charge=0 multiplicity=1 homo_energy_ha=-0.3491 orbital_gap_ha=0.3335 smiles="CS(=O)(=O)BCOO.CN(C)C=O"
C 2.663 -2.002 -0.071
S 1.158 -2.201 -0.999
O 1.197 -3.480 -1.687
O 0.948 -1.000 -1.784
B -0.281 -2.383 0.177
C -1.664 -2.356 -0.519
O -2.691 -2.324 0.453
O -3.891 -2.003 -0.281
H 3.366 -2.749 -0.433
H 3.006 -0.984 -0.235
H 2.451 -2.153 0.985
H -0.101 -2.551 1.335
H -1.762 -3.234 -1.175
H -1.722 -1.476 -1.172
H -4.513 -1.921 0.453
C 1.004 1.666 -0.197
O 1.881 1.081 0.417
N 0.231 2.630 0.338
C -0.802 3.294 -0.426
C 0.449 3.007 1.724
H 0.775 1.439 -1.247
H -0.613 4.367 -0.491
H -1.783 3.140 0.028
H -0.822 2.884 -1.435
H 1.468 3.368 1.868
H 0.302 2.151 2.383
H -0.254 3.792 1.991

24
Properties=species:S:1:pos:R:3 method="wB97M-V/def2-TZVPD" molar_mass_da=184.607 charge=0 multiplicity=1 homo_energy_ha=-0.3401 orbital_gap_ha=0.3543 smiles="CC(C)N.C=CCl.NP=O"
C -0.270 -1.177 2.584
C 1.573 -0.162 1.239
C -0.952 1.730 -0.342
C -1.118 3.049 -0.327
C 0.813 -1.492 1.525
N 0.494 -0.168 -3.641
N 0.159 -1.902 0.236
O -1.989 0.302 -3.230
P -1.000 -0.714 -3.019
Cl -0.094 4.100 -1.256
H -0.811 -2.080 2.977
H 0.193 -0.736 3.454
H -0.832 -0.440 2.094
H 1.469 0.301 2.196
H 1.058 0.373 0.471
H 2.625 -0.266 1.138
H -0.202 1.248 -1.030
H -1.818 1.133 0.142
H -0.684 -1.388 -0.077
H -1.875 3.512 0.280
H 1.429 -2.389 1.779
H 1.383 -0.609 -3.423
H 0.618 0.675 -4.151
H -0.167 -2.900 0.379

23
Properties=species:S:1:pos:R:3 method="wB97M-V/def2-TZVPD" molar_mass_da=152.153 charge=0 multiplicity=1 homo_energy_ha=-0.2868 orbital_gap_ha=0.3175 relative_energy_kj_mol=0.00
C -0.073 -1.221 1.976
C 1.380 0.377 -1.703
C 2.461 -0.400 0.443
C -2.659 -0.325 -0.862
C -1.184 1.271 0.504
N 1.315 0.046 -0.295
N -1.208 0.193 -0.470
F -0.099 -2.095 -1.042
P -0.043 -0.844 0.132
H -1.163 -1.375 2.256
H 0.587 -2.078 2.045
H 0.405 0.597 -2.079
H 2.190 1.099 -1.934
H 1.781 -0.538 -2.187
H 1.993 -0.519 1.380
H 2.720 -1.355 0.207
H 3.263 0.349 0.547
H -2.360 -1.157 -1.595
H -3.272 -0.738 -0.051
H -3.188 0.568 -1.177
H -1.511 1.053 1.536
H -0.246 1.635 0.425
H -1.985 1.992 0.186

20
Properties=species:S:1:pos:R:3 method="wB97M-V/def2-TZVPD" molar_mass_da=88.174 charge=+1 multiplicity=1 homo_energy_ha=-0.5569 orbital_gap_ha=0.4251 smiles=CC(C)CC[NH3+] relative_energy_kj_mol=152.56
C -1.106 1.243 0.565
C -0.943 0.237 -0.538
C 0.067 -0.822 -0.038
C -0.280 -2.259 -0.528
C 1.619 -0.459 -0.350
N 0.202 2.071 0.926
H -1.573 0.796 1.448
H -1.809 2.041 0.103
H -0.554 0.745 -1.498
H -1.977 -0.176 -0.693
H 0.006 -0.776 1.086
H 0.530 -3.108 -0.379
H -0.284 -2.246 -1.627
H -1.306 -2.649 -0.156
H 2.000 0.126 0.550
H 2.121 -1.448 -0.512
H 1.690 0.109 -1.226
H 0.416 1.822 1.812
H 1.086 1.693 0.332
H 0.095 3.061 0.723

20
Properties=species:S:1:pos:R:3 method="wB97M-V/def2-TZVPD" molar_mass_da=88.174 charge=+1 multiplicity=1 homo_energy_ha=-0.5527 orbital_gap_ha=0.2139 relative_energy_kj_mol=537.73
C -2.194 1.311 -1.035
C -0.309 -1.540 0.624
C 1.100 -0.959 0.617
C 1.429 -0.419 -0.774
C 1.213 0.182 1.624
N -0.888 1.521 -0.927
H -2.610 0.748 -0.200
H -2.682 2.307 -1.187
H -0.624 -1.997 1.559
H -1.001 -0.723 0.375
H 1.813 -1.734 0.874
H 1.506 -1.200 -1.520
H 2.331 0.187 -0.736
H 0.602 0.278 -1.049
H 0.788 -0.045 2.610
H 2.247 0.486 1.813
H 0.660 1.054 1.261
H -0.407 -2.272 -0.174
H -0.590 2.042 -1.755
H -2.383 0.771 -2.001

Copy entry 9 word for word.
24
Properties=species:S:1:pos:R:3 method="wB97M-V/def2-TZVPD" molar_mass_da=184.607 charge=0 multiplicity=1 homo_energy_ha=-0.3401 orbital_gap_ha=0.3543 smiles="CC(C)N.C=CCl.NP=O"
C -0.270 -1.177 2.584
C 1.573 -0.162 1.239
C -0.952 1.730 -0.342
C -1.118 3.049 -0.327
C 0.813 -1.492 1.525
N 0.494 -0.168 -3.641
N 0.159 -1.902 0.236
O -1.989 0.302 -3.230
P -1.000 -0.714 -3.019
Cl -0.094 4.100 -1.256
H -0.811 -2.080 2.977
H 0.193 -0.736 3.454
H -0.832 -0.440 2.094
H 1.469 0.301 2.196
H 1.058 0.373 0.471
H 2.625 -0.266 1.138
H -0.202 1.248 -1.030
H -1.818 1.133 0.142
H -0.684 -1.388 -0.077
H -1.875 3.512 0.280
H 1.429 -2.389 1.779
H 1.383 -0.609 -3.423
H 0.618 0.675 -4.151
H -0.167 -2.900 0.379